one | Here is one molecule with the formula C4H9N from OMol25. Energies are from wB97M-V/def2-TZVPD.

```
! wB97M-V def2-TZVPD RIJCOSX def2/J DEFGRID3
* xyz 0 1
C -1.1271 0.3423 -0.1144
C 0.1821 1.1681 -0.0278
C 1.2990 0.0833 0.1616
N 0.7258 -1.2093 -0.1892
C -0.6772 -1.0754 0.2360
H -1.5279 0.3567 -1.1386
H -1.9188 0.7115 0.5575
H 0.1732 1.8947 0.8277
H 0.3023 1.7875 -0.9330
H 1.6390 0.0254 1.2045
H 2.1765 0.3015 -0.4801
H 0.7528 -1.3640 -1.2016
H -1.3012 -1.8304 -0.2277
H -0.6985 -1.1918 1.3250
*
```

Computed properties:
- LUMO: 1.17 eV
- SMILES: C1CCNC1
- HOMO energy: -9.01 eV
- HOMO-LUMO gap: 10.1822 eV

two | Here is one molecule with the formula C4H9N from OMol25. Energies are from wB97M-V/def2-TZVPD.

```
! wB97M-V def2-TZVPD RIJCOSX def2/J DEFGRID3
* xyz 0 1
C -0.2144 -0.6635 1.5324
C -0.0395 0.4418 0.4649
C 1.1422 0.3458 -0.5190
N 0.2116 0.6051 -1.6257
C -0.9391 0.2285 -0.7932
H -0.3374 -1.6184 0.9422
H 0.6605 -0.7507 2.2334
H -1.1384 -0.5242 2.2195
H -0.1121 1.4804 0.8992
H 1.9847 1.0376 -0.4380
H 1.5100 -0.6919 -0.5147
H 0.3154 0.0216 -2.4469
H -1.2244 -0.7908 -1.0261
H -1.8191 0.8786 -0.9278
*
```

Computed properties:
- LUMO: 1.21 eV
- SMILES: CC1CNC1
- HOMO energy: -8.79 eV
- HOMO-LUMO gap: 10.0006 eV

three | Here is one molecule with the formula C4H9N from OMol25. Energies are from wB97M-V/def2-TZVPD.

```
! wB97M-V def2-TZVPD RIJCOSX def2/J DEFGRID3
* xyz 0 1
C 0.0997 0.9712 -1.3618
C -0.5257 0.6331 -0.0174
C -1.1873 -0.6324 0.3146
C 0.1313 -0.2374 0.9453
N 1.2496 -0.9042 0.5100
H 0.5553 1.9757 -1.4771
H -0.6885 0.7956 -2.1924
H 1.0455 0.2548 -1.4829
H -1.0952 1.4137 0.4040
H -2.0117 -0.4736 1.0075
H -1.0837 -1.4104 -0.3274
H 0.1166 0.0590 2.0366
H 2.1351 -0.5545 0.8445
H 1.2589 -1.8907 0.7965
*
```

Computed properties:
- LUMO: 1.18 eV
- SMILES: C[C@H]1C[C@H]1N
- HOMO energy: -9.06 eV
- HOMO-LUMO gap: 10.2356 eV

four | Here is one molecule with the formula C4H9N from OMol25. Energies are from wB97M-V/def2-TZVPD.

```
! wB97M-V def2-TZVPD RIJCOSX def2/J DEFGRID3
* xyz 0 1
C -0.0206 -1.1830 1.1289
C -0.3200 -0.3101 0.1457
C -1.7026 -0.2761 -0.5156
C 0.6526 0.6751 -0.4979
N 1.9662 0.6708 0.1546
H 0.9138 -1.2033 1.7623
H -0.8167 -1.9016 1.4672
H -1.5087 -0.2310 -1.6044
H -2.3260 -1.2824 -0.4122
H -2.3325 0.6087 -0.1508
H 0.7742 0.3210 -1.5626
H 0.1115 1.6177 -0.5922
H 2.6177 1.2375 -0.3861
H 1.9912 1.2568 1.0631
*
```

Computed properties:
- LUMO: 1.03 eV
- SMILES: C=C(C)CN
- HOMO energy: -9.15 eV
- HOMO-LUMO gap: 10.1807 eV

Short version: one is the most stable of them.

one | Here is one molecule with the formula C4H9N from OMol25. Energies are from wB97M-V/def2-TZVPD.

```
! wB97M-V def2-TZVPD RIJCOSX def2/J DEFGRID3
* xyz 0 1
C 1.3117 1.7441 0.3968
C 1.0463 0.2290 0.6854
C 0.4776 -0.4628 -0.3147
N -0.7093 -1.3341 -0.2964
C -1.8717 -0.5021 -0.5027
H 1.7730 2.1948 1.3029
H 2.0626 1.9531 -0.4059
H 0.3795 2.2924 0.4788
H 1.7355 -0.2235 1.3967
H 0.5181 0.0213 -1.3049
H -0.6782 -1.8168 0.5919
H -1.8264 0.1384 -1.3769
H -2.7498 -1.1982 -0.5460
H -2.1457 0.2486 0.4069
*
```

Computed properties:
- LUMO: 0.89 eV
- SMILES: C/C=C/NC
- HOMO energy: -8.10 eV
- HOMO-LUMO gap: 8.9863 eV

two | Here is a 2-piece molecular cluster, C4H9N overall from OMol25. Energies are from wB97M-V/def2-TZVPD.

```
! wB97M-V def2-TZVPD RIJCOSX def2/J DEFGRID3
* xyz 0 1
C 0.2763 -1.2270 1.3159
C 1.5438 -0.7500 1.1415
N 1.8810 0.6019 0.9602
H -0.5094 -0.8301 0.7334
H 0.2983 -2.2509 1.6713
H 2.3350 -1.5654 0.8717
H 2.8388 0.7203 0.6784
H 1.6806 1.2491 1.6634
C -1.9930 0.3172 -2.3113
C -1.8372 1.0098 -1.1014
H -1.0901 -0.3128 -2.5921
H -2.7664 0.2536 -2.9766
H -1.1978 0.8025 -0.2766
H -2.6955 1.6205 -0.7623
*
```

Computed properties:
- LUMO: 1.07 eV
- SMILES: C=CN.C=C
- HOMO energy: -8.15 eV
- HOMO-LUMO gap: 9.2268 eV

three | Here is one molecule with the formula C4H9N from OMol25. Energies are from wB97M-V/def2-TZVPD.

```
! wB97M-V def2-TZVPD RIJCOSX def2/J DEFGRID3
* xyz 0 1
C -0.1531 -2.3251 0.4453
N 0.4270 -1.1840 0.3653
C 0.0428 -0.2732 -0.8782
C -0.3289 1.0868 -0.4496
C 0.4351 1.4797 0.7820
H -1.1750 -2.3512 -0.0241
H 0.1716 -3.2920 0.8395
H -0.7241 -0.6592 -1.4044
H 1.0103 -0.2686 -1.4433
H -1.4164 1.0880 -0.1062
H -0.3780 1.7312 -1.3074
H 0.3365 2.6346 1.0033
H 1.5560 1.3688 0.5261
H 0.1962 0.9639 1.6517
*
```

Computed properties:
- LUMO: 1.06 eV
- SMILES: C=NCCC
- HOMO energy: -9.11 eV
- HOMO-LUMO gap: 10.1704 eV

Short version: three is the most stable of them.

one | Here is one molecule with the formula C4H9N from OMol25. Energies are from wB97M-V/def2-TZVPD.

```
! wB97M-V def2-TZVPD RIJCOSX def2/J DEFGRID3
* xyz 0 1
C 0.5600 -0.6879 2.2152
C 0.5463 -0.5604 0.9128
C 0.2089 0.7227 0.0352
C -0.4560 0.6475 -1.4088
N -0.9259 -0.6424 -1.8857
H -0.0104 0.1957 2.7648
H 1.3548 -1.2532 2.6116
H 1.3565 -1.2394 0.4081
H 1.3127 0.9983 0.0487
H -0.2466 1.5785 0.5738
H -1.4370 1.2005 -1.2176
H 0.2054 1.1774 -2.1542
H -0.5687 -1.4510 -1.3538
H -1.8998 -0.6861 -1.5502
*
```

Computed properties:
- LUMO: 1.04 eV
- SMILES: C=CCCN
- HOMO energy: -9.56 eV
- HOMO-LUMO gap: 10.6059 eV

two | Here is one molecule with the formula C4H9N from OMol25. Energies are from wB97M-V/def2-TZVPD.

```
! wB97M-V def2-TZVPD RIJCOSX def2/J DEFGRID3
* xyz 0 1
C 0.5602 1.4155 -0.2905
C 0.4892 0.0894 0.0594
C 1.6836 -0.7523 0.2731
N -0.7092 -0.5903 0.3095
C -1.8967 -0.0004 -0.1541
H 1.4905 2.0199 -0.3280
H -0.4150 1.9623 -0.3892
H 2.4088 -0.0135 0.4554
H 1.5660 -1.2303 1.2655
H 2.1799 -1.6320 -0.4180
H -0.5879 -1.5679 0.0860
H -2.2500 0.9286 0.3452
H -1.8363 0.2242 -1.2497
H -2.6832 -0.8531 0.0355
*
```

Computed properties:
- LUMO: 1.07 eV
- SMILES: C=C(C)NC
- HOMO energy: -8.14 eV
- HOMO-LUMO gap: 9.2093 eV

three | Here is one molecule with the formula C4H9N from OMol25. Energies are from wB97M-V/def2-TZVPD.

```
! wB97M-V def2-TZVPD RIJCOSX def2/J DEFGRID3
* xyz 0 1
C 0.4178 0.9284 -1.7409
N 1.1022 -0.0706 -1.4334
C 0.5080 -0.9843 -0.3737
C -0.7653 -0.5854 0.4800
C -0.2592 0.5410 1.5320
H 0.9969 1.7845 -2.1981
H -0.6450 0.9685 -1.7281
H 0.2424 -1.9359 -0.9002
H 1.3856 -1.2393 0.2965
H -1.5381 -0.1615 -0.1114
H -1.0344 -1.5531 0.9123
H 0.7679 0.2873 1.8189
H -0.1482 1.5762 1.0959
H -1.0307 0.4442 2.3501
*
```

Computed properties:
- LUMO: 1.14 eV
- SMILES: C=NCCC
- HOMO energy: -9.26 eV
- HOMO-LUMO gap: 10.3967 eV

Short version: two is the most stable of them.

one | Here is a 2-piece molecular cluster, C4H9N overall from OMol25. Energies are from wB97M-V/def2-TZVPD.

```
! wB97M-V def2-TZVPD RIJCOSX def2/J DEFGRID3
* xyz 0 1
C 0.2228 -2.3294 -1.9563
C -0.9624 -1.7268 -1.9475
C -1.2576 -0.2619 -1.7466
H 0.3575 -3.2072 -2.5724
H 1.0911 -1.8901 -1.4760
H -1.8251 -2.2959 -2.2788
H -0.8686 0.2835 -2.6006
H -2.3031 -0.1824 -1.4615
H -0.7071 0.1397 -0.8854
C 1.1712 2.5503 3.0976
N 1.8507 2.1615 4.0848
H 1.6089 3.2390 2.3790
H 0.2492 2.0781 2.7389
H 1.3725 1.4417 4.6248
*
```

Computed properties:
- LUMO: 0.85 eV
- SMILES: C=CC.C=N
- HOMO energy: -9.45 eV
- HOMO-LUMO gap: 10.3041 eV

two | Here is one molecule with the formula C4H9N from OMol25. Energies are from wB97M-V/def2-TZVPD.

```
! wB97M-V def2-TZVPD RIJCOSX def2/J DEFGRID3
* xyz 0 1
C -0.1010 -0.7994 1.1685
C -0.0319 0.2737 0.1352
C -0.4804 1.6878 0.4322
C 0.1799 -0.0396 -1.1389
N 0.5618 -1.3214 -1.5727
H 0.8153 -1.3639 1.3724
H -0.3378 -0.3702 2.1429
H -0.8702 -1.5507 0.9449
H -0.6546 1.7765 1.5092
H 0.2799 2.4293 0.1898
H -1.3880 1.9774 -0.0846
H 0.0593 0.6514 -1.9712
H 1.2571 -1.3674 -2.3021
H 0.7104 -1.9836 -0.8257
*
```

Computed properties:
- LUMO: 1.11 eV
- SMILES: CC(C)=CN
- HOMO energy: -7.72 eV
- HOMO-LUMO gap: 8.8356 eV

Short version: two is the most stable of them.

one | Here is one molecule with the formula C4H9N from OMol25. Energies are from wB97M-V/def2-TZVPD.

```
! wB97M-V def2-TZVPD RIJCOSX def2/J DEFGRID3
* xyz 0 1
C 1.2353 0.2362 0.6875
C -0.1632 -0.0263 0.2050
C -1.1134 -0.5791 1.2246
C -0.4788 -0.0289 -1.1072
N 0.3876 0.2674 -2.1615
H 1.2489 0.3871 1.7650
H 1.8951 -0.6065 0.4652
H 1.6664 1.1126 0.1992
H -1.2454 0.1238 2.0498
H -0.7228 -1.5046 1.6536
H -2.0841 -0.7967 0.7845
H -1.4591 -0.3670 -1.4212
H 1.2102 0.7817 -1.8703
H -0.3768 1.0002 -2.4742
*
```

Computed properties:
- LUMO: 1.03 eV
- SMILES: CC(C)=CN
- HOMO energy: -8.06 eV
- HOMO-LUMO gap: 9.0856 eV

two | Here is one molecule with the formula C4H9N from OMol25. Energies are from wB97M-V/def2-TZVPD.

```
! wB97M-V def2-TZVPD RIJCOSX def2/J DEFGRID3
* xyz 0 1
C 1.5607 1.2533 0.7241
C 0.4769 0.2040 1.0434
C 0.0914 -0.6311 -0.1048
C -1.3024 -0.5587 -0.5164
N -1.6896 -1.2767 -1.6498
H 1.1222 1.9425 -0.0100
H 1.8612 1.7375 1.7065
H 2.4261 0.8224 0.3697
H -0.2841 0.9904 1.2041
H 0.7974 -0.5491 1.8997
H 0.6652 -1.5776 -0.2470
H -1.9607 0.3718 -0.1786
H -1.0789 -1.2387 -2.4906
H -2.6853 -1.4900 -1.7503
*
```

Computed properties:
- LUMO: 1.08 eV
- SMILES: CC/C=C/N
- HOMO energy: -7.82 eV
- HOMO-LUMO gap: 8.8964 eV

Short version: one is the most stable of them.

one | Here is one molecule with the formula C4H9N from OMol25. Energies are from wB97M-V/def2-TZVPD.

```
! wB97M-V def2-TZVPD RIJCOSX def2/J DEFGRID3
* xyz 0 1
C 0.1951 1.1046 0.9585
C -0.0198 0.1719 -0.2156
C -0.5918 0.7869 -1.4889
C 0.3648 -1.1149 -0.2400
N 0.6980 -1.8490 0.9511
H 1.0828 1.7182 0.7023
H 0.5761 0.5368 1.8321
H -0.6397 1.7582 1.2144
H -1.6989 0.6198 -1.4297
H -0.3071 0.1441 -2.3218
H -0.4777 1.8529 -1.5310
H 0.1025 -1.7021 -1.1227
H 0.2465 -2.7689 0.9568
H 0.4692 -1.2585 1.7345
*
```

Computed properties:
- LUMO: 1.08 eV
- SMILES: CC(C)=CN
- HOMO energy: -7.78 eV
- HOMO-LUMO gap: 8.8560 eV

two | Here is one molecule with the formula C4H9N from OMol25. Energies are from wB97M-V/def2-TZVPD.

```
! wB97M-V def2-TZVPD RIJCOSX def2/J DEFGRID3
* xyz 0 1
C -0.9369 1.6512 0.2909
C -0.9368 0.1265 0.2646
C 0.2956 -0.5599 0.0846
C 0.7576 -1.3047 -1.1265
N 0.9226 -0.6081 1.2553
H -1.8382 2.0075 0.7954
H -0.9359 2.0920 -0.7152
H -0.0758 2.0487 0.8345
H -1.7747 -0.2551 -0.3232
H -0.0918 -1.8101 -1.5945
H 1.5109 -2.0626 -0.9025
H 1.1625 -0.6028 -1.8614
H 1.9408 -0.7155 1.2729
H 0.0000 -0.0072 1.7249
*
```

Computed properties:
- LUMO: 0.94 eV
- SMILES: C/C=C(/C)N
- HOMO energy: -7.19 eV
- HOMO-LUMO gap: 8.1328 eV

three | Here is one molecule with the formula C4H9N from OMol25. Energies are from wB97M-V/def2-TZVPD.

```
! wB97M-V def2-TZVPD RIJCOSX def2/J DEFGRID3
* xyz 0 1
C 1.6997 0.0061 0.3501
C 0.4751 0.1072 -0.5390
C -0.6195 1.0603 -0.1238
C -1.2663 -0.1659 0.5179
N -0.5013 -0.9965 -0.4200
H 1.4401 -0.1115 1.4147
H 2.3596 0.8445 0.2237
H 2.2501 -0.8931 0.0844
H 0.7786 0.2200 -1.5742
H -0.3428 1.8879 0.5583
H -1.2412 1.4444 -0.9764
H -2.3400 -0.3277 0.4061
H -1.0221 -0.2907 1.6004
H -0.1073 -1.8454 -0.0284
*
```

Computed properties:
- LUMO: 1.20 eV
- SMILES: C[C@@H]1CCN1
- HOMO energy: -8.97 eV
- HOMO-LUMO gap: 10.1740 eV

four | Here is one molecule with the formula C4H9N from OMol25. Energies are from wB97M-V/def2-TZVPD.

```
! wB97M-V def2-TZVPD RIJCOSX def2/J DEFGRID3
* xyz 0 1
C 0.9338 -0.0602 0.8239
C -0.1901 -1.0404 0.3913
C -1.0658 -0.3992 -0.6586
N -0.1738 0.8278 -1.1453
C 0.4982 1.2234 0.0766
H 1.9464 -0.4453 0.6578
H 0.9025 0.2473 1.9499
H 0.1522 -1.9634 -0.0179
H -1.0649 -1.3236 1.2000
H -1.3720 -1.1709 -1.4423
H -2.1076 -0.1694 -0.4252
H 0.2164 0.4874 -1.9397
H 1.4539 1.8851 -0.1600
H -0.1293 1.9015 0.6894
*
```

Computed properties:
- LUMO: 1.13 eV
- SMILES: C1CCNC1
- HOMO energy: -8.81 eV
- HOMO-LUMO gap: 9.9356 eV

Short version: one is the most stable of them.

one | Here is one molecule with the formula C11H12N2O2 from OMol25. Energies are from wB97M-V/def2-TZVPD.

```
! wB97M-V def2-TZVPD RIJCOSX def2/J DEFGRID3
* xyz 0 1
C -3.5417 -0.8955 -0.5419
C -2.1265 -0.3685 -0.7498
O -1.3532 -0.7916 -1.6352
N -1.6679 0.5459 0.2094
C -2.4721 1.0968 1.2073
C -0.2766 0.5910 0.2200
O 0.2331 1.7992 -0.3410
C 1.5554 1.6690 -0.3685
N 2.2980 2.7413 -0.8330
C 1.9402 0.3761 -0.0534
C 3.1417 -0.3392 -0.1768
C 3.2257 -1.6777 -0.0040
C 2.0077 -2.3372 0.3524
C 0.8416 -1.6925 0.6401
C 0.7528 -0.2944 0.4224
H -4.4068 -0.1492 -0.6922
H -3.5486 -1.0576 0.5786
H -3.8754 -1.6673 -1.2815
H -1.9841 1.8362 1.8009
H -3.2947 1.6616 0.7778
H -2.8181 0.5307 2.0657
H 2.0085 3.3331 -1.6598
H 3.3497 2.6696 -0.6263
H 3.9453 0.3472 -0.5190
H 4.0585 -2.3143 -0.2378
H 2.0169 -3.3800 0.3499
H -0.0095 -2.2326 1.0958
*
```

Computed properties:
- LUMO (spin up / spin down): 0.70 / 0.70 eV
- SMILES: CC(=O)N(C)c1oc(N)c2ccccc12
- HOMO energy (spin up / spin down): -6.81 / -6.81 eV
- HOMO-LUMO gap (spin up / spin down): 7.5070 / 7.5078 eV

two | Here is C11H12N2O2 as an isolated structure from OMol25. Energies are from wB97M-V/def2-TZVPD.

```
! wB97M-V def2-TZVPD RIJCOSX def2/J DEFGRID3
* xyz 0 1
C -0.5993 -0.2470 3.6163
C 0.1730 0.7528 3.0448
C -1.0810 -1.2230 2.8018
C 0.5172 0.7908 1.7232
C -0.7489 -1.1789 1.4876
C 0.0865 -0.2590 0.8791
C 1.8909 1.7092 -1.4179
C 2.1570 0.5513 -0.8715
C 0.4030 2.0220 -1.5040
C 0.3817 -0.2336 -0.6320
C 0.1296 -1.4533 -2.6985
N -0.2754 0.8685 -1.1701
N -1.6739 0.8119 -1.4047
O -0.1900 2.9609 -1.9875
O 0.0858 -1.3511 -1.2867
H -0.7776 -0.3551 4.7372
H 0.4869 1.5389 3.8083
H -1.6357 -2.0443 3.0654
H 0.9224 1.6955 1.2599
H -1.1301 -2.0665 0.8798
H 2.5862 2.4662 -1.6717
H 3.0666 0.1167 -0.5222
H 0.8168 -2.2540 -2.9885
H 0.4042 -0.4684 -3.1398
H -0.9050 -1.6655 -3.0767
H -1.9236 0.1459 -2.1622
H -2.0118 1.6998 -1.7295
*
```

Computed properties:
- LUMO: 0.71 eV
- HOMO energy: -8.63 eV
- HOMO-LUMO gap: 9.3400 eV

Short version: one is the most stable of them.